Computed, not measured: a structure of composition C51H44BrF5N5NaO6PSi2, with the ωB97M-V functional and the def2-TZVPD basis.

Results
LUMO level (spin up / spin down) ... 1.81 / 0.42 eV
Net charge ... -1
Relative energy (zero: lowest compared OMol25 entry of this formula, charge and spin) ... 47.3 kcal per mole

Geometry as XYZ:
```
116
Properties=species:S:1:pos:R:3:forces:R:3:lowdin_charge:R:1
Na -0.6350 -0.6040 0.0226 0.553 -0.128 0.361 0.3095
F -1.1168 -2.1431 -7.0057 0.655 -0.151 0.274 0.1325
C -0.2526 -2.1502 -5.9779 -1.325 -0.010 -0.131 -0.1175
C 0.5251 -3.2375 -5.7039 1.154 -0.719 -1.230 -0.1189
F 0.5936 -4.2655 -6.5870 -0.284 0.547 0.733 0.1066
C 1.4367 -3.1629 -4.6684 -0.142 -0.640 0.750 -0.1409
F 2.2139 -4.2849 -4.5122 -0.509 1.400 0.027 0.0763
C 1.4323 -2.0722 -3.7729 0.003 -1.273 -0.697 -0.2291
P 2.4633 -2.0633 -2.3397 -0.906 -1.024 1.344 1.0087
C 3.5558 -3.4796 -2.1668 1.318 0.438 -0.135 -0.2882
C 3.1426 -4.6772 -1.6072 -0.636 -0.393 0.101 -0.0748
C 4.0487 -5.7247 -1.4860 -0.602 -1.142 0.948 -0.0793
C 5.3967 -5.6153 -1.7869 -0.612 0.960 -0.728 -0.0707
C 5.8337 -4.3916 -2.2979 -0.714 -0.242 0.397 -0.0787
C 4.9256 -3.3540 -2.4645 0.430 0.229 -0.752 -0.0783
C 3.3994 -0.5971 -2.4723 1.108 0.120 0.499 -0.3491
C 3.3498 0.2954 -3.5345 -0.285 -0.541 -1.042 -0.1227
C 3.9379 1.5426 -3.3950 -0.271 -0.984 0.438 -0.0709
C 4.5706 1.8894 -2.2179 -0.354 1.633 -1.064 -0.0695
C 4.7009 0.9559 -1.2348 1.583 -0.090 1.121 -0.0968
C 4.1711 -0.2994 -1.3401 -0.772 -0.426 0.512 -0.0712
C 0.5312 -1.0299 -3.9952 -0.504 1.003 0.199 -0.4673
Br 0.2667 0.6153 -3.0145 0.404 -1.015 -0.176 1.0360
C -0.2715 -1.0797 -5.1064 -0.010 -0.221 -0.801 -0.2757
F -1.0433 -0.0841 -5.4995 -0.373 0.517 0.315 0.0955
H 2.1055 -4.8463 -1.2781 0.561 0.289 -0.276 0.1254
H 3.6518 -6.6746 -1.0671 0.415 0.704 -0.380 0.1175
H 6.0394 -6.4662 -1.7378 0.376 -0.344 0.252 0.0950
H 6.8511 -4.2079 -2.5804 0.398 -0.131 -0.056 0.0957
H 5.3755 -2.4756 -2.9464 -0.710 -0.018 0.394 0.1133
H 2.8393 -0.0295 -4.4866 0.624 0.676 1.178 0.1230
H 3.8741 2.2271 -4.1826 -0.127 0.980 -1.045 0.0917
H 4.8797 2.9518 -2.1277 0.160 -1.015 0.210 0.1253
H 5.3852 1.1471 -0.4205 -0.321 0.253 0.417 0.1100
H 4.2629 -0.9863 -0.4728 -0.135 0.297 -0.830 0.1296
C 2.0251 2.7646 1.3891 -0.417 -0.822 -0.272 -0.0261
C 0.6802 3.0470 0.8043 -0.137 0.423 -1.433 -0.3336
C -0.4584 3.2611 1.6049 -0.261 0.200 0.021 0.0156
C -1.7307 3.4833 1.0713 0.960 -0.614 0.513 -0.0226
C -1.7530 3.3660 -0.2695 -0.359 0.149 -3.102 -0.0085
C -0.6077 3.2059 -1.1093 1.838 0.335 -0.917 -0.4079
N 0.6386 3.0552 -0.5187 -0.596 -0.183 0.268 0.1589
N -0.5869 3.2616 -2.4645 -0.220 0.155 2.167 -0.0354
Si -1.7142 3.5440 -3.7325 -1.021 0.682 -0.952 0.3805
C -3.2212 2.4165 -3.6237 0.198 -0.882 0.454 -0.1647
C -2.3341 5.3426 -3.9663 -0.136 -0.824 0.767 -0.1918
C -0.7755 3.3926 -5.3989 0.013 0.212 1.524 -0.1785
H 1.8813 2.4962 2.4257 0.174 -0.503 0.267 0.0600
H 2.6912 3.6322 1.4016 0.045 -0.192 -0.565 0.0822
H 2.3391 1.8838 0.7584 0.460 1.030 1.014 0.0922
H -0.2807 3.2130 2.6418 -0.125 0.049 1.197 0.0887
H -2.6298 3.6129 1.6568 0.127 0.047 0.138 0.1069
H -2.5560 3.4137 -0.9754 -1.379 0.222 0.626 0.0841
H -2.8379 1.3923 -3.8200 -0.447 0.336 0.019 0.0227
H -4.0103 2.6610 -4.3350 0.156 0.004 -0.253 0.0253
H -3.7259 2.3563 -2.6353 0.525 0.207 -0.398 0.0105
H -2.9319 5.7247 -3.1187 0.456 0.089 -0.382 0.0229
H -2.9596 5.3581 -4.8762 0.388 0.048 0.280 0.0299
H -1.3885 5.8633 -4.1182 -0.322 0.617 0.022 0.0103
H -0.0778 2.5737 -5.2492 0.068 -0.220 -0.596 -0.0203
H -0.1995 4.3267 -5.4943 -0.123 -0.299 -0.084 0.0245
H -1.4488 3.2908 -6.2414 0.038 -0.260 -0.195 0.0253
O 1.7900 -2.4612 0.1025 0.417 -0.025 0.095 -0.1962
N 1.3036 -2.1490 -1.0356 -0.211 0.388 -0.684 -0.2543
O 0.0098 0.3461 1.8939 -0.170 0.025 1.115 -0.3666
Si -0.0149 -0.0633 3.4549 -0.049 0.157 -1.556 0.4498
C 1.7567 -0.5088 4.0148 -1.435 -0.099 0.221 -0.2385
C 2.0609 -0.9619 5.2987 1.307 -0.040 -0.265 -0.1056
C 3.3797 -1.4147 5.5099 -0.335 -0.350 0.302 -0.0954
C 4.3665 -1.4000 4.5045 -0.864 0.562 0.707 -0.1111
C 4.0596 -0.8415 3.2742 0.156 -0.371 0.853 -0.0841
C 2.7245 -0.4888 3.0389 1.806 0.121 -0.190 -0.0940
C -1.1051 -1.6011 3.6248 1.483 -1.453 0.439 -0.1785
C -0.4955 -2.8344 4.0437 -0.641 1.078 -0.235 -0.0783
C -1.0803 -4.0647 3.8468 1.004 -0.781 1.067 -0.1159
C -2.3140 -4.1612 3.2733 -0.610 0.734 -0.254 -0.1042
C -2.9496 -2.9960 2.8761 0.771 -0.060 0.756 -0.0646
C -2.3419 -1.7280 3.0366 -0.613 -2.126 -0.155 -0.0804
C -0.6707 1.2964 4.5986 0.276 0.373 -0.058 -0.2027
C -1.9928 1.7607 4.5254 1.249 0.952 0.322 -0.0829
C -2.3397 2.9697 5.1252 -0.470 -0.430 0.327 -0.0896
C -1.4057 3.6655 5.8853 -1.165 2.565 0.650 -0.1217
C -0.1189 3.2190 5.9976 0.461 0.360 0.289 -0.1282
C 0.2298 2.0731 5.3401 0.707 -0.925 -0.502 -0.1237
H 1.2832 -0.9310 6.0789 0.629 -0.188 -0.250 0.1155
H 3.6609 -1.8230 6.4751 -0.061 0.037 0.074 0.0853
H 5.3695 -1.7401 4.7298 -0.007 -0.007 0.052 0.0883
H 4.9239 -0.6818 2.6230 -0.741 -0.092 -0.453 0.0956
H 2.5140 -0.1444 2.0638 -0.693 0.407 -0.893 0.0641
H 0.4431 -2.8240 4.5545 0.538 0.173 0.066 0.0723
H -0.5896 -4.9698 4.2466 -0.125 0.519 -0.359 0.1059
H -2.8156 -5.1023 3.1722 -0.150 -0.399 -0.132 0.0935
H -3.9277 -3.1514 2.5024 -0.614 0.470 -0.495 0.0568
H -2.8862 -0.9269 2.6335 -0.416 1.372 -0.368 0.0696
H -2.6812 1.3058 3.8668 -0.817 -0.683 -0.370 0.0720
H -3.3747 3.3025 5.0387 0.300 0.146 -0.025 0.1019
H -1.6489 4.6976 6.3347 0.093 -1.803 -0.641 0.1212
H 0.6565 3.7677 6.5338 -0.344 0.025 -0.060 0.1021
H 1.2909 1.8396 5.3460 -0.077 -0.415 -0.001 0.0952
F -5.0639 2.8706 1.3523 0.097 1.578 0.286 0.0997
C -5.1261 1.5628 1.3186 -0.745 -1.742 0.024 -0.2235
C -5.0440 0.9189 0.1507 1.199 0.606 -0.666 0.0329
N -4.9988 -0.4301 -0.0076 -0.554 -1.394 0.341 0.0268
C -4.7418 -1.0184 -1.3475 -0.424 0.641 0.377 -0.0334
C -3.2634 -1.1656 -1.7981 0.553 1.367 1.180 -0.6616
O -3.1309 -1.8148 -2.8177 0.229 -0.629 -0.944 0.0115
O -2.3725 -0.5339 -1.1275 -1.481 -0.586 -0.549 -0.1290
C -5.2593 -1.2691 1.1095 0.559 -0.361 -1.383 -0.4308
O -5.2526 -2.4992 1.1171 -0.480 1.704 -0.707 0.0565
N -5.4996 -0.5491 2.2475 -0.288 0.441 0.481 0.2135
C -5.3653 0.8113 2.5364 0.870 0.141 -1.018 -0.4100
O -5.3543 1.2417 3.6606 -0.454 0.100 0.681 0.0945
H -4.8050 1.5317 -0.7244 -0.233 -0.442 0.100 0.1412
H -5.3026 -0.4394 -2.0950 0.439 0.324 0.202 0.1292
H -5.2616 -1.9494 -1.3938 0.072 -0.931 0.264 0.1094
H -5.6962 -1.1043 3.0471 -0.004 -0.578 0.691 0.1575
```
Positions in Å, forces in eV/Å.

***

Computed, not measured: a structure of composition C51H44N2O8S2Sc, with the ωB97M-V functional and the def2-TZVPD basis.

Results
LUMO level ... -4.01 eV
Net charge ... +1

Geometry as XYZ:
```
108
Properties=species:S:1:pos:R:3:forces:R:3:lowdin_charge:R:1
Sc -1.6025 -0.8201 1.0870 -0.539 -0.578 2.050 0.9870
C -0.9270 -2.5591 2.5753 -0.282 -0.544 0.238 -0.3076
C -2.0158 -3.1636 1.8870 0.196 0.191 0.636 -0.2750
C -3.2158 -2.5115 2.3127 0.400 -0.093 -0.338 -0.2361
C -2.8754 -1.5441 3.2709 0.584 0.063 0.038 -0.2537
C -1.4549 -1.5323 3.4083 -0.243 -0.114 -0.011 -0.2767
C -0.7033 -0.7327 4.4333 -0.087 0.006 -0.149 -0.0129
C -3.8100 -0.7467 4.1193 0.053 0.142 -0.224 -0.0100
C -4.6051 -2.8922 1.8911 0.144 0.125 0.013 -0.0104
C -1.9377 -4.4522 1.1285 0.007 0.257 -0.165 -0.0152
C 0.4578 -3.1308 2.6598 -0.107 0.174 -0.131 -0.0266
H -0.8030 -1.1967 5.4180 0.049 0.031 0.019 0.0945
H -1.0987 0.2820 4.5065 0.059 0.023 0.014 0.0828
H 0.3603 -0.6761 4.1988 0.013 0.033 0.028 0.0750
H -3.8528 -1.1747 5.1236 -0.027 -0.005 0.001 0.0970
H -4.8209 -0.7487 3.7118 -0.017 0.042 0.026 0.0792
H -3.4780 0.2883 4.2102 -0.045 0.000 -0.009 0.0826
H -4.6089 -3.3444 0.8975 -0.058 -0.014 -0.004 0.0693
H -5.2701 -2.0263 1.8833 -0.041 -0.022 -0.029 0.0735
H -5.0288 -3.6255 2.5809 -0.047 -0.008 -0.035 0.0984
H -1.9105 -5.2896 1.8302 0.023 -0.023 -0.037 0.0977
H -1.0410 -4.4979 0.5089 -0.029 -0.043 -0.042 0.0790
H -2.8047 -4.5943 0.4832 0.038 -0.029 -0.053 0.0717
H 0.5143 -3.8427 3.4869 0.031 0.003 0.011 0.0979
H 1.2053 -2.3548 2.8332 0.054 -0.041 -0.029 0.0759
H 0.7149 -3.6608 1.7432 0.059 0.020 0.011 0.0650
C 0.7855 -4.1616 -6.1203 0.013 0.027 0.064 -0.0358
C 0.8210 -3.3828 -4.8375 -0.044 0.136 -0.058 -0.2502
C 0.2179 -2.1290 -4.7609 0.052 -0.094 0.005 -0.0225
C 0.2181 -1.4256 -3.5696 -0.016 -0.001 0.140 -0.0755
C 0.8304 -1.9719 -2.4453 -0.243 0.356 0.071 -0.3473
C 1.4503 -3.2107 -2.5027 -0.009 -0.101 0.095 -0.0375
C 1.4382 -3.9037 -3.6995 0.010 -0.059 0.027 -0.0146
S 0.7712 -0.8900 -1.0317 0.739 -0.832 -0.866 1.0872
O 0.1425 -1.6100 0.1511 0.377 -0.325 -0.091 -0.5216
C 2.5093 -0.7995 -0.6041 -0.074 0.579 -0.138 -0.2973
C 3.1256 -1.8279 0.1273 0.010 -0.209 0.044 -0.0489
C 4.3968 -1.6463 0.5845 -0.024 -0.063 -0.005 0.0081
C 5.0862 -0.4303 0.3619 -0.068 0.201 -0.139 -0.1415
C 6.3840 -0.2122 0.8802 0.013 -0.021 0.024 -0.0196
C 7.0068 0.9916 0.7156 0.048 -0.100 0.052 -0.0567
C 6.3632 2.0391 0.0268 -0.043 0.041 -0.081 -0.0520
C 5.1190 1.8565 -0.5065 0.017 0.010 0.009 -0.0085
C 4.4511 0.6152 -0.3622 0.060 -0.157 0.105 -0.1054
C 3.1340 0.4039 -0.8561 -0.310 -0.129 -0.004 -0.1661
C 2.3796 1.5136 -1.5230 -0.140 0.027 0.299 -0.1612
C 2.7179 1.9295 -2.8403 -0.114 0.181 -0.035 -0.1083
C 3.7683 1.3230 -3.5725 0.016 0.020 -0.040 -0.0082
C 4.0876 1.7757 -4.8205 0.037 -0.095 0.071 -0.0517
C 3.3666 2.8380 -5.4034 -0.037 0.031 -0.043 -0.0566
C 2.3309 3.4226 -4.7331 0.009 0.011 -0.080 -0.0198
C 1.9744 2.9841 -3.4365 0.181 -0.196 0.119 -0.1436
C 0.9058 3.5726 -2.7199 -0.108 0.093 -0.008 0.0008
C 0.5743 3.1513 -1.4665 -0.158 0.152 0.075 -0.0351
C 1.3227 2.1241 -0.8698 0.512 -0.412 0.117 -0.2890
S 0.8860 1.4303 0.7342 0.132 0.933 0.083 1.1154
O -0.5590 0.9688 0.5689 0.063 0.399 -0.092 -0.5694
C 0.8229 2.8546 1.7941 0.091 -0.253 0.075 -0.3630
C 1.9767 3.0970 2.5297 0.006 -0.007 -0.136 -0.0693
C 1.9787 4.1269 3.4534 -0.041 0.043 -0.001 -0.0260
C 0.8357 4.8973 3.6663 0.088 -0.063 -0.013 -0.2504
C 0.8312 5.9855 4.7014 -0.032 -0.048 -0.012 -0.0379
C -0.3141 4.6100 2.9304 -0.008 0.041 0.041 -0.0069
C -0.3350 3.5880 1.9984 -0.124 -0.073 -0.155 -0.0434
H 0.8026 -3.4928 -6.9795 0.007 -0.034 -0.026 0.0837
H -0.1340 -4.7479 -6.1723 0.020 -0.026 -0.026 0.0942
H 1.6285 -4.8471 -6.1882 -0.017 -0.014 -0.032 0.0832
H -0.2498 -1.7030 -5.6398 -0.011 -0.008 0.009 0.1218
H -0.2486 -0.4491 -3.4935 0.013 -0.007 -0.089 0.1112
H 1.9269 -3.6345 -1.6284 0.008 -0.005 -0.052 0.1122
H 1.9215 -4.8710 -3.7624 -0.008 -0.001 0.037 0.1226
H 2.5746 -2.7345 0.3414 0.034 0.026 0.071 0.1045
H 4.8929 -2.4244 1.1515 -0.031 -0.021 -0.007 0.1254
H 6.8661 -1.0179 1.4202 0.024 0.023 -0.003 0.1193
H 7.9994 1.1468 1.1173 -0.011 0.005 0.009 0.1122
H 6.8659 2.9909 -0.0831 -0.016 0.002 -0.013 0.1123
H 4.6289 2.6574 -1.0442 0.036 0.032 0.018 0.1209
H 4.3192 0.5048 -3.1279 0.023 0.002 -0.016 0.1220
H 4.9027 1.3199 -5.3669 -0.019 -0.010 -0.011 0.1120
H 3.6388 3.1804 -6.3929 -0.020 0.026 0.007 0.1120
H 1.7711 4.2307 -5.1877 -0.008 0.002 0.025 0.1193
H 0.3549 4.3788 -3.1890 -0.029 -0.010 0.032 0.1245
H -0.2456 3.6081 -0.9253 0.015 -0.009 -0.008 0.1202
H 2.8588 2.4835 2.3779 -0.001 0.016 0.046 0.1126
H 2.8701 4.3192 4.0372 0.004 0.021 -0.020 0.1181
H 1.8367 6.1804 5.0687 -0.005 0.035 0.011 0.0783
H 0.2104 5.6939 5.5505 0.000 0.027 0.005 0.0919
H 0.4202 6.9099 4.2962 0.005 0.006 0.006 0.0874
H -1.2171 5.1820 3.1052 -0.009 -0.013 -0.014 0.1289
H -1.2504 3.3421 1.4733 0.001 0.007 0.059 0.0994
O -3.6771 2.7822 1.7708 0.026 -0.043 0.010 0.0983
C -3.5629 1.6530 1.3535 -0.233 0.039 -0.243 -0.5466
O -2.7735 0.7138 1.7629 -0.421 0.853 0.053 -0.1249
C -4.4267 1.0580 0.2206 0.135 -0.071 0.175 -0.0459
C -5.8044 0.9030 0.2371 -0.115 0.134 -0.057 0.1056
C -6.3794 -0.0910 -0.5522 0.424 0.005 0.047 -0.0990
C -5.6205 -1.0568 -1.1897 0.016 -0.336 -0.063 0.0989
C -4.2461 -0.8841 -1.1610 -0.629 0.997 0.183 -0.1175
C -3.6820 0.2594 -0.6242 0.035 -0.113 -0.212 0.0355
N -3.3304 -1.9672 -1.3371 0.543 -0.198 0.192 -0.2539
O -3.5335 -2.8870 -2.0658 -0.193 -0.197 -0.314 0.1912
O -2.3281 -1.9084 -0.5852 -0.376 -0.628 -1.433 -0.0502
N -7.8468 -0.2315 -0.5835 -0.259 0.034 -0.041 -0.3445
O -8.3010 -1.1381 -1.2512 0.077 0.104 0.126 0.1001
O -8.4902 0.5820 0.0433 0.084 -0.133 -0.056 0.1090
H -6.4297 1.5132 0.8752 -0.010 -0.020 0.000 0.1460
H -6.0749 -1.9406 -1.6146 -0.050 0.019 0.005 0.1446
H -2.6273 0.4837 -0.7884 -0.124 -0.160 0.262 0.1306
```
Positions in Å, forces in eV/Å.

***

In eV, the E_tot values for the records above are, in order, -186429.178; -115325.341.